16
Properties=species:S:1:pos:R:3:forces:R:3:nbo_charge:R:1 method="wB97M-V/def2-TZVPD" total_energy_ha=-271.6788 relative_energy_kj_mol=193.79 largest_force_ev_per_a=2.43 smiles="C=CC(=C)C.O" lumo_energy_ha=0.02219
C -0.406903 0.495902 1.939863 -0.6404 0.8164 -0.8995 -0.635
C -0.812198 1.005240 0.572428 -1.0673 0.3252 -0.3992 -0.017
C -1.388226 2.216702 0.393497 1.0177 -0.8227 0.8390 -0.399
C -0.791249 0.353800 -1.866131 0.1907 0.0573 2.4249 -0.369
C -0.614443 0.078697 -0.556010 1.5764 0.1512 -1.1798 -0.221
H 0.683084 0.467262 1.973292 -0.0001 -0.2564 0.0606 0.222
H -0.734638 1.265048 2.639928 -0.0344 -0.4733 0.4212 0.218
H -0.841132 -0.487790 2.090612 0.1064 -0.0817 0.4911 0.215
H -1.777194 2.715289 1.273491 0.3260 0.4256 -0.1163 0.196
H -1.318262 2.750997 -0.540862 -0.7056 -0.1322 -0.2061 0.198
H -1.259276 1.316386 -2.012961 -0.0443 -0.1329 -1.1125 0.198
H -0.324602 -0.314004 -2.570184 -0.5021 0.1937 -0.5616 0.211
H -0.052964 -0.829193 -0.338094 -0.2170 -0.0791 0.2387 0.181
H 2.190803 -3.430090 -0.295125 -0.0558 -0.4361 0.1428 0.463
H 2.949572 -2.271203 -0.790838 0.3747 0.2456 -0.1433 0.464
O 3.089055 -3.185649 -0.532312 -0.3250 0.1994 -0.0002 -0.926